Molecular formula: C39H86B6F24N11O3
Method: DFT, the ωB97M-V functional and the def2-TZVPD basis

```
169
Properties=species:S:1:pos:R:3:forces:R:3:lowdin_charge:R:1
C -15.84557 18.91508 -4.12515 -1.37 -0.13 0.03 -0.06
C -17.27277 18.97595 -4.64784 0.10 0.70 -0.62 -0.11
N -17.39520 19.38552 -6.07211 0.53 0.50 -1.37 -0.01
C -18.35933 18.89421 -6.91724 0.33 -0.19 0.49 0.00
C -18.19949 19.50847 -8.11473 -1.28 -0.07 0.07 -0.04
N -17.23772 20.45920 -7.97760 1.74 -0.68 0.57 -0.09
C -16.66141 20.28876 -6.75568 -1.35 -0.01 0.42 0.01
C -16.83263 21.34699 -9.07222 -0.30 -0.10 0.28 0.02
H -15.40877 19.88585 -3.90328 -0.01 0.08 -0.07 0.09
H -15.19394 18.31894 -4.76084 -0.02 -0.02 0.07 0.09
H -16.04241 18.38463 -3.18929 0.67 0.71 -0.41 0.05
H -17.90074 19.69496 -4.12031 0.07 -0.16 0.28 0.15
H -17.76586 18.00750 -4.60282 0.17 0.01 0.09 0.11
H -19.07061 18.18852 -6.52279 -0.11 0.02 -0.39 0.11
H -18.77478 19.38266 -9.01514 0.00 0.07 0.02 0.14
H -15.84550 20.83149 -6.31156 0.03 0.16 -0.24 0.16
H -16.86782 20.79648 -10.00977 0.05 -0.07 0.05 0.09
H -15.82883 21.73065 -8.91926 -0.05 0.06 0.13 0.10
H -17.56900 22.14611 -9.12277 0.21 0.19 -0.05 0.10
C -11.45238 9.12024 0.44715 0.40 0.86 1.21 -0.07
C -11.26959 9.61800 -0.99563 -0.18 -0.90 1.34 -0.16
N -12.52771 10.17778 -1.44550 -0.26 1.46 -0.64 -0.06
C -13.62883 9.47254 -1.85125 -0.71 -0.32 -0.90 0.00
C -14.55579 10.35644 -2.31212 0.34 -0.09 0.98 0.01
N -14.04072 11.61880 -2.09841 -0.57 -0.88 0.13 -0.02
C -12.82423 11.48235 -1.60143 0.17 0.33 0.08 0.00
C -14.85372 12.81940 -2.26551 -0.45 0.67 -1.55 0.02
H -12.41923 8.66949 0.66865 0.20 -0.68 -0.55 0.08
H -11.46372 9.91588 1.20393 0.03 0.58 -0.58 0.08
H -10.59726 8.55717 0.82338 -0.23 -0.61 -0.47 0.08
H -11.02070 8.76991 -1.63117 -0.03 0.11 -0.18 0.13
H -10.45685 10.33666 -1.04906 -0.20 0.21 -0.18 0.13
H -13.68580 8.39895 -1.89726 0.27 0.00 0.19 0.14
H -15.52595 10.20456 -2.75481 0.22 0.04 0.40 0.12
H -12.21973 12.34631 -1.37828 0.28 -0.26 0.18 0.17
H -14.64136 13.32359 -3.21573 1.19 0.23 0.90 0.10
H -14.88194 13.51602 -1.43763 0.17 -0.40 0.23 0.10
H -15.83244 12.49826 -2.62020 -0.02 -0.22 1.24 0.08
C -24.47173 16.57928 -3.12467 0.18 0.73 -0.05 -0.03
C -25.82758 16.60144 -3.82888 -0.86 0.89 0.62 -0.15
N -26.31376 15.24574 -4.02436 -0.42 -1.18 -0.94 -0.04
C -26.69916 14.34967 -3.05925 -0.88 0.36 1.15 -0.01
C -27.04224 13.16425 -3.61943 1.16 1.05 -1.21 0.03
N -26.72400 13.34311 -4.96921 -1.22 -0.54 0.60 -0.09
C -26.38301 14.60888 -5.19115 1.01 -0.96 0.18 -0.02
C -26.89281 12.32225 -5.97904 0.21 0.01 -1.27 0.00
H -24.38411 15.71043 -2.47250 0.15 -0.35 -0.50 0.08
H -24.27048 17.39272 -2.42618 -0.54 0.40 -0.32 0.09
H -23.68551 16.70106 -3.86765 0.23 -0.54 0.17 0.07
H -25.93701 17.09838 -4.79396 0.94 -0.14 -0.16 0.13
H -26.62414 17.13696 -3.30151 0.24 -0.23 0.58 0.13
H -26.85523 14.68103 -2.04552 0.24 -0.05 0.02 0.14
H -27.44286 12.24986 -3.22539 0.13 -0.03 0.03 0.14
H -25.99096 14.89312 -6.15359 -0.10 0.55 0.14 0.18
H -27.65943 12.62296 -6.69510 -0.40 -0.20 0.37 0.10
H -27.06955 11.34600 -5.54277 -0.24 0.17 0.22 0.10
H -26.00851 12.20518 -6.60610 0.35 0.20 0.46 0.08
C -22.04762 12.21666 -8.75765 -0.27 -0.28 0.20 -0.02
C -23.48709 11.87774 -8.59580 -2.83 0.94 -0.45 -0.19
N -23.81863 10.51449 -9.02749 0.28 -0.80 -0.65 -0.03
C -23.61629 9.36959 -8.28888 0.15 0.54 0.44 0.02
C -23.74766 8.34053 -9.12707 -0.14 -1.53 -0.60 -0.02
N -24.06404 8.80231 -10.38147 0.21 0.47 0.77 -0.08
C -24.08612 10.15616 -10.29553 0.12 -1.01 0.35 0.01
C -24.10607 7.97582 -11.60970 0.44 1.73 -0.45 0.03
H -21.56563 11.62522 -7.97866 0.75 0.25 -0.32 0.08
H -21.89219 13.28685 -8.63060 0.12 -0.05 0.20 0.09
H -21.77988 11.95223 -9.78098 0.51 -0.06 0.16 0.09
H -24.18276 12.47558 -9.19977 0.52 0.28 -0.32 0.13
H -23.94847 12.02468 -7.62029 0.75 -0.26 0.35 0.10
H -23.39821 9.33765 -7.23325 0.08 0.39 -0.04 0.14
H -23.61650 7.28533 -8.95349 -0.13 0.04 0.09 0.14
H -24.26866 10.81438 -11.12790 0.03 0.13 0.10 0.17
H -24.35396 6.92516 -11.51657 -0.27 0.17 0.68 0.10
H -23.11227 8.06731 -12.04620 -0.03 -0.25 -0.16 0.10
H -24.79803 8.50968 -12.25737 -0.12 -0.46 -0.26 0.10
C -16.46476 17.17613 -10.57569 0.53 -0.70 1.15 0.03
N -15.83457 15.90865 -9.99899 0.65 0.24 -1.68 -0.32
C -16.66944 14.74679 -10.48684 -0.54 0.02 0.02 0.02
C -14.42031 15.70913 -10.47555 0.15 0.46 0.21 0.01
C -15.85447 16.14516 -8.48407 -1.49 -1.22 -0.56 -0.08
C -15.24510 15.06806 -7.61829 0.00 0.25 1.06 -0.24
O -15.97878 13.89030 -7.69115 -0.34 -0.34 -0.91 -0.05
H -16.70946 17.13209 -11.63247 0.61 -0.21 -0.12 0.11
H -15.71795 17.90184 -10.26283 -0.44 0.69 -0.57 0.10
H -17.40430 17.27273 -10.03499 -0.02 0.32 0.04 0.08
H -17.72644 14.91009 -10.26522 0.26 -0.11 0.90 0.09
H -16.26470 13.82396 -10.08550 -0.25 0.02 0.14 0.11
H -16.72700 14.71824 -11.57644 0.90 0.24 -0.06 0.11
H -14.35919 15.47853 -11.53592 -0.37 -0.34 0.08 0.11
H -13.96503 14.95482 -9.84041 -0.09 -0.31 -0.36 0.10
H -13.81304 16.60759 -10.34989 -0.38 0.22 0.27 0.11
H -16.94485 16.13312 -8.40878 0.04 0.32 1.13 0.12
H -15.42485 17.11761 -8.25727 0.03 0.05 -0.26 0.14
H -15.32062 15.40619 -6.57802 0.15 0.61 -0.04 0.14
H -14.16720 14.99068 -7.80132 0.04 -0.39 -0.15 0.12
H -15.68677 13.22689 -7.04009 0.22 0.52 -0.53 0.05
C -18.13138 8.69811 -3.20981 0.07 -3.42 -1.90 -0.02
N -18.31014 8.83882 -4.72211 1.77 -1.20 0.41 -0.26
C -16.89634 9.05611 -5.17175 -0.69 -0.18 -0.78 -0.01
C -18.92924 7.57524 -5.30021 -1.21 1.59 0.59 0.03
C -19.11046 10.05101 -5.09017 -0.76 0.75 -1.28 -0.11
C -20.46634 10.17968 -4.41741 -0.05 -0.59 0.97 -0.21
O -21.51000 9.30659 -4.83320 -0.26 0.07 -0.99 -0.07
H -19.09467 8.49069 -2.75366 0.03 0.00 -0.17 0.12
H -17.66209 9.58317 -2.79140 0.54 -4.43 -2.17 0.02
H -17.45527 7.85838 -3.05611 -0.26 -0.48 -0.15 0.12
H -16.91980 9.23018 -6.24816 0.11 0.02 0.14 0.12
H -16.22938 8.21755 -4.98445 -0.45 -0.39 0.30 0.12
H -16.49373 9.93116 -4.66430 -1.11 -1.24 -0.35 0.05
H -19.50588 7.92072 -6.15444 -0.04 -0.30 -0.13 0.09
H -19.62538 7.34528 -4.49660 -0.25 -0.75 -0.44 0.10
H -18.30481 6.73711 -5.59040 0.63 0.36 0.45 0.10
H -19.10922 10.15623 -6.17736 -0.46 -0.71 -0.19 0.14
H -18.54176 10.94030 -4.80176 -0.75 -0.82 -1.05 0.10
H -20.77094 11.22303 -4.45335 -0.03 -0.24 -0.25 0.08
H -20.39755 10.00058 -3.34233 0.37 0.04 -0.39 0.11
H -22.21808 9.89332 -5.16660 0.56 -0.50 0.30 0.04
C -18.18864 14.19905 -4.93005 -0.53 -0.70 0.09 0.03
N -19.63984 14.47552 -4.62109 0.43 2.87 -1.72 -0.29
C -19.89384 15.95727 -4.80541 -1.02 0.36 0.29 0.03
C -20.46746 13.79284 -5.63696 -0.19 -0.67 -0.62 0.00
C -19.97481 14.09444 -3.22811 1.33 -1.99 0.58 -0.07
C -18.79034 14.42569 -2.32677 -0.08 0.80 0.91 -0.21
O -18.63140 15.84182 -2.27559 0.37 -0.30 0.28 -0.06
H -17.95921 14.45699 -5.96194 -0.41 -0.16 -0.13 0.10
H -18.15722 13.12494 -4.75335 0.83 0.00 -0.26 0.10
H -17.51093 14.73949 -4.27556 -0.31 -0.05 -0.15 0.08
H -20.88669 16.08801 -4.37631 0.13 0.52 0.07 0.10
H -19.98191 16.28405 -5.84160 0.29 -0.65 -0.18 0.09
H -19.17923 16.55949 -4.25533 -0.13 -0.33 0.12 0.08
H -21.46443 14.22155 -5.71967 -0.16 -0.25 0.76 0.11
H -20.43269 12.73538 -5.39754 -0.48 0.04 -0.03 0.08
H -20.09725 13.90077 -6.65818 0.65 0.33 0.38 0.09
H -20.07048 13.00761 -3.26640 0.15 -0.05 0.15 0.11
H -20.94834 14.38933 -2.84513 0.08 0.85 -0.48 0.15
H -17.83445 13.99979 -2.63279 -0.42 -0.38 -0.19 0.10
H -18.91719 14.01849 -1.32284 -0.53 -0.04 0.00 0.13
H -17.66568 15.99528 -2.23068 -0.87 0.21 0.06 0.06
B -15.41759 16.56523 -2.21113 0.79 -0.40 0.26 -1.25
F -16.27623 17.48568 -1.61994 -0.11 0.05 0.62 0.13
F -15.03454 15.56289 -1.30388 0.16 0.50 0.02 0.11
F -16.17729 15.91091 -3.22045 0.23 -0.15 -0.70 0.08
F -14.31810 17.22506 -2.79055 0.07 -0.74 0.47 0.10
B -21.68012 19.47974 -4.34911 -0.97 -0.16 -0.64 -1.24
F -21.29181 20.57897 -3.60372 0.32 -0.29 0.34 0.12
F -22.93492 19.77019 -4.94419 0.18 0.02 -0.23 0.06
F -20.70975 19.19186 -5.34685 0.33 0.16 -0.21 0.07
F -21.86715 18.27038 -3.64825 0.25 0.01 0.66 0.08
B -18.31719 10.92250 -2.00972 -0.06 1.95 2.69 -1.22
F -18.03000 9.68986 -1.34626 -0.51 1.92 3.38 0.08
F -19.66188 11.24369 -2.00293 0.19 -0.02 0.59 0.17
F -17.53905 11.89620 -1.35500 -0.40 -0.31 -0.40 0.14
F -17.91367 10.82988 -3.36096 1.47 5.58 1.74 0.02
B -15.43737 11.68073 -5.55958 -0.20 -0.07 0.70 -1.23
F -16.67033 11.39639 -6.15404 0.07 0.61 -0.60 0.12
F -15.00789 10.56421 -4.79697 1.64 1.11 -0.76 0.07
F -14.50274 12.00362 -6.54635 0.10 0.02 0.31 0.15
F -15.65830 12.74266 -4.65156 0.03 -0.08 -1.56 0.09
B -23.43400 12.06083 -4.84449 0.42 -0.41 1.66 -1.29
F -24.47411 11.15412 -4.56371 -0.42 0.29 -0.50 0.11
F -22.57468 11.44688 -5.77870 -0.28 0.17 -1.38 0.08
F -23.89607 13.29307 -5.31016 -0.13 -0.13 -0.31 0.13
F -22.66173 12.19594 -3.68786 -0.24 0.56 0.07 0.14
B -19.97413 15.78118 -8.91610 -0.04 0.11 0.82 -1.30
F -20.30644 15.33589 -10.19269 -0.39 0.12 0.00 0.12
F -19.08978 14.83864 -8.35421 0.14 -0.47 0.23 0.08
F -19.25822 16.98473 -8.96977 0.52 0.76 -0.59 0.09
F -21.04590 16.01723 -8.03190 -0.09 -0.62 -0.62 0.11
```
Positions in Å, forces in eV/Å.

Calculated values
frontier orbital gap = 8.051 eV
charge = +1
electronic energy = -133674.0216 eV